Arrangement P

# C5H12N2

A 2-piece molecular cluster, C5H12N2 overall (wB97M-V/def2-TZVPD, OMol25).

The calculation puts the HOMO-LUMO gap (alpha / beta) at 0.127 / 0.277 Ha. As for the charge: -1. The spin multiplicity is 2.

Geometry (Å):
C (1.11883, -0.38967, -1.23115)
C (-0.32459, 0.07515, -1.49953)
C (-1.85179, -0.51751, -0.20538)
C (-2.22096, -0.11844, 0.99044)
N (1.17782, -0.98074, 0.10108)
C (1.39239, 0.01682, 1.14361)
N (0.81806, 1.35616, 0.96759)
H (1.85699, 0.42466, -1.27847)
H (1.45098, -1.11901, -1.92678)
H (-0.66161, 1.06309, -1.31706)
H (-0.78974, -0.42951, -2.31959)
H (-2.27633, -1.25051, -0.90277)
H (-3.26556, -0.22850, 1.28369)
H (-1.49749, 0.36220, 1.73200)
H (0.23740, -1.36992, 0.20856)
H (2.45295, 0.14541, 1.24075)
H (0.90029, -0.36317, 2.07800)
H (1.46495, 1.98167, 0.55807)
H (0.01741, 1.34180, 0.37693)

Results of the Löwdin charge analysis, in e, for atoms 1 through 8: -0.31 -0.20 -0.22 -0.24 -0.11 -0.33 0.00 0.08



Arrangement Q

# C5H12N2

A 2-piece molecular cluster, C5H12N2 overall (wB97M-V/def2-TZVPD, OMol25).

The calculation puts the HOMO-LUMO gap (alpha / beta) at 0.125 / 0.275 Ha. As for the charge: -1. The spin multiplicity is 2.

Geometry (Å):
C (-1.37722, -3.19676, 0.00901)
C (-1.69556, -1.74713, -0.24306)
C (-0.94496, -0.77975, 0.29646)
N (-0.93113, 0.57373, -0.04029)
H (-0.50090, -3.26990, 0.65653)
H (-2.18526, -3.72430, 0.52086)
H (-1.10901, -3.74452, -0.89872)
H (-2.66815, -1.53553, -0.67972)
H (-0.18642, -1.04587, 1.02345)
H (-0.31276, 1.13118, 0.56178)
H (-1.85447, 0.98762, -0.07394)
C (1.20747, 2.47655, -0.92403)
C (2.30491, 1.55771, 0.92367)
N (1.31910, 2.38373, 0.51247)
H (0.20472, 2.84667, -1.15489)
H (1.28517, 1.47352, -1.38227)
H (1.97492, 3.16038, -1.32803)
H (2.48094, 1.40655, 1.98430)
H (2.98860, 1.04610, 0.23643)

Results of the Löwdin charge analysis, in e, for atoms 1 through 8: -0.16 -0.21 -0.25 0.04 0.06 0.05 0.05 0.08



Of all the structures shown, which is most stable? arrangement Q, and arrangement P is the least stable.